# 1
The following is a DFT calculation (the ωB97M-V functional and the def2-TZVPD basis) of C10H11NO2 in the gas phase.

Atoms and positions in Å:
C  -2.283  -1.142  2.712
C  -1.117  -0.528  0.819
C  -0.771  0.653  0.358
C  0.193  0.784  -0.719
C  0.709  2.271  -0.946
C  2.303  2.076  -1.024
C  1.889  -0.052  -2.117
C  0.684  -0.291  -1.236
C  -0.087  -1.428  -1.046
C  -0.842  -1.664  0.157
H  -1.356  -0.930  3.314
H  -2.418  -2.166  2.644
H  -3.159  -0.957  3.336
H  -1.071  1.423  0.837
H  0.680  2.799  0.011
H  0.341  2.991  -1.740
H  2.808  3.077  -1.310
H  2.720  2.009  -0.016
H  1.960  -0.934  -2.712
H  0.456  -2.086  -1.636
H  -0.666  -3.529  0.274
N  2.779  0.995  -1.793
O  -2.369  -0.611  1.538
O  -1.381  -2.762  0.297

spin multiplicity = 1
DFT total energy = -16127.0477 eV
SMILES string = COc1cc2c(cc1O)C=NCC2

---

# 2
The following is a DFT calculation (the ωB97M-V functional and the def2-TZVPD basis) of C6H5NO in the gas phase.

Atoms and positions in Å:
C  -0.218  -2.122  0.399
C  -1.072  -1.105  0.154
C  -0.520  0.245  -0.025
C  -1.537  1.109  -0.607
C  0.794  0.852  0.323
C  1.756  -0.229  0.426
H  0.791  -2.387  0.154
H  -0.763  -3.153  0.777
H  -2.163  -0.949  0.507
H  -2.597  0.450  -0.788
H  1.214  1.900  0.045
N  2.790  -0.960  0.294
O  -1.405  2.295  -0.848

spin multiplicity = 1
DFT total energy = -9835.5028 eV
SMILES string = C=C/C(C=O)=C\C#N

---

# 3
The following is a DFT calculation (the ωB97M-V functional and the def2-TZVPD basis) of a molecular structure, C14H33AlO30PS7.

Atoms and positions in Å:
O  2.131  -0.901  -3.889
P  1.681  0.746  -3.534
O  2.742  1.798  -4.406
Al  -0.515  0.891  -4.446
H  1.744  -1.056  -4.777
H  2.889  1.411  -5.293
H  -0.439  2.053  -5.538
H  -1.464  1.198  -3.206
H  -0.871  -0.495  -5.205
C  7.094  4.038  -2.834
C  7.564  2.930  -1.905
O  6.546  1.935  -1.973
S  5.889  1.943  -3.461
O  6.515  0.914  -4.231
O  4.480  2.063  -3.341
O  6.494  3.372  -3.943
H  6.332  4.659  -2.356
H  7.917  4.670  -3.170
H  7.696  3.274  -0.880
H  8.497  2.485  -2.262
C  4.863  1.319  -7.687
C  5.344  1.212  -9.122
O  4.574  0.152  -9.690
S  3.107  0.136  -9.002
O  2.205  0.830  -9.857
O  2.853  -1.180  -8.521
O  3.452  1.092  -7.746
H  5.308  0.541  -7.062
H  5.073  2.296  -7.253
H  6.409  0.992  -9.188
H  5.126  2.126  -9.682
C  -3.598  -1.117  0.236
C  -2.531  -0.052  0.404
O  -1.305  -0.700  0.066
S  -1.594  -1.818  -1.070
O  -1.290  -1.258  -2.337
O  -1.056  -3.062  -0.622
O  -3.208  -1.866  -0.914
H  -3.617  -1.795  1.095
H  -4.589  -0.688  0.092
H  -2.491  0.339  1.418
H  -2.683  0.773  -0.298
C  0.190  -3.819  -5.810
C  0.686  -3.904  -7.240
O  -0.080  -4.959  -7.832
S  -1.549  -4.985  -7.157
O  -2.448  -4.282  -8.010
O  -1.807  -6.310  -6.696
O  -1.220  -4.048  -5.886
H  0.629  -4.606  -5.191
H  0.395  -2.847  -5.361
H  1.751  -4.121  -7.299
H  0.473  -2.982  -7.788
C  -6.169  -1.072  4.503
C  -7.171  -0.915  3.373
O  -7.115  0.464  3.015
S  -5.611  1.012  3.253
O  -4.916  0.977  2.008
O  -5.686  2.181  4.055
O  -5.073  -0.228  4.159
H  -6.581  -0.719  5.454
H  -5.834  -2.103  4.613
H  -8.182  -1.193  3.671
H  -6.875  -1.502  2.500
C  -2.012  2.737  7.014
C  -1.614  1.274  7.047
O  -2.786  0.582  7.485
S  -4.096  1.369  6.947
O  -4.548  0.725  5.742
O  -4.955  1.621  8.056
O  -3.359  2.748  6.536
H  -2.002  3.173  8.016
H  -1.370  3.324  6.358
H  -0.781  1.086  7.723
H  -1.361  0.911  6.048
C  -0.079  -1.328  12.080
C  -1.079  -1.157  10.951
O  -1.020  0.230  10.615
S  0.483  0.773  10.862
O  1.172  0.761  9.614
O  0.414  1.924  11.694
O  1.016  -0.473  11.744
H  -0.496  -0.989  13.032
H  0.259  -2.359  12.180
H  -2.089  -1.440  11.242
H  -0.781  -1.731  10.069

spin multiplicity = 1
DFT total energy = -168202.4333 eV
net charge = -1

---

Q: Look up the spin multiplicity of the third one.
A: 1

---

Q: Look up the spin multiplicity of the third one.
A: 1

---

Q: Number 1 is which compound?
A: C10H11NO2